Version 1
ORCA calculation (the ωB97M-V functional and the def2-TZVPD basis) on a 26-piece molecular cluster, H52O26 overall.

```
! wB97M-V def2-TZVPD RIJCOSX def2/J DEFGRID3
* xyz 0 1
O 0.633 -3.386 -2.611
H 1.000 -4.028 -2.037
H 1.301 -2.950 -2.996
O 1.353 0.225 1.286
H 1.218 0.854 1.978
H 1.672 0.681 0.481
O -1.850 -2.136 2.411
H -2.542 -2.473 1.765
H -2.385 -1.519 2.982
O -0.244 -1.662 6.159
H -0.478 -2.468 5.688
H -1.059 -1.541 6.689
O -3.084 0.596 2.449
H -3.179 1.026 1.633
H -2.562 1.265 2.928
O -0.773 -0.391 0.192
H -0.056 -0.158 0.875
H -1.505 -0.784 0.663
O 0.557 -1.399 -7.323
H -0.010 -1.084 -6.591
H 1.270 -0.743 -7.468
O 0.006 -3.934 4.531
H -0.761 -4.059 4.004
H 0.695 -3.739 3.901
O -0.585 4.074 -1.744
H -1.475 4.283 -1.980
H -0.632 3.799 -0.801
O -0.582 3.315 1.356
H -0.041 3.964 1.806
H -1.574 3.586 1.394
O 1.217 1.124 -4.442
H 1.207 1.712 -3.677
H 0.806 0.335 -4.071
O -1.344 2.978 -4.778
H -0.612 2.331 -4.768
H -0.952 3.777 -5.135
O 0.877 1.542 3.627
H 0.478 2.290 3.982
H 1.354 1.110 4.378
O -1.806 -4.014 -0.802
H -1.885 -4.894 -1.196
H -1.356 -3.494 -1.569
O 0.953 -4.667 -0.145
H 1.508 -4.177 0.437
H 0.050 -4.307 -0.049
O 1.872 3.281 -2.611
H 2.348 4.102 -2.806
H 0.950 3.514 -2.316
O 1.213 -2.833 2.000
H 0.258 -2.845 1.719
H 1.488 -1.969 1.653
O 1.441 4.045 5.139
H 2.082 4.186 4.404
H 0.956 4.877 5.231
O -0.306 -0.288 -2.295
H -0.436 -0.413 -1.285
H 0.042 -1.191 -2.478
O -2.963 -6.448 -2.231
H -2.986 -6.968 -3.038
H -3.147 -7.098 -1.499
O 2.276 -0.069 5.303
H 1.527 -0.645 5.415
H 3.135 -0.507 5.289
O 2.641 3.848 1.862
H 2.858 2.996 2.216
H 2.456 3.784 0.919
O -3.145 3.291 -2.409
H -2.500 3.037 -3.149
H -3.904 3.618 -2.875
O 2.800 -1.223 -3.369
H 2.878 -0.666 -2.602
H 2.874 -0.497 -4.050
O 2.185 0.643 -1.378
H 2.425 1.507 -1.754
H 1.325 0.374 -1.873
O -2.748 2.068 0.130
H -1.978 1.418 0.198
H -2.738 2.211 -0.866
*
```

- E_HOMO: -10.80 eV

Results of the Löwdin charge analysis, in e, for atoms 1 through 2: O 0.0096; H 0.0036



Version 2
ORCA calculation (the ωB97M-V functional and the def2-TZVPD basis) on a 26-piece molecular cluster, H52O26 overall.

```
! wB97M-V def2-TZVPD RIJCOSX def2/J DEFGRID3
* xyz 0 1
O -2.235 3.188 1.521
H -2.562 3.888 0.955
H -2.525 3.434 2.399
O -0.435 -0.171 -0.418
H 0.357 0.354 -0.301
H -0.116 -1.071 -0.495
O 4.116 3.119 -2.707
H 3.206 3.413 -2.736
H 4.505 3.613 -1.985
O 2.130 1.121 -0.262
H 2.845 1.270 -0.880
H 2.411 0.365 0.254
O 3.316 1.056 3.271
H 4.062 0.839 2.711
H 3.021 0.212 3.614
O -4.056 0.717 -4.055
H -4.104 1.179 -3.218
H -3.127 0.731 -4.285
O 2.792 -3.926 2.019
H 3.368 -4.689 1.972
H 1.910 -4.295 2.077
O 0.325 1.831 4.612
H 1.048 2.445 4.483
H -0.021 1.680 3.733
O -4.334 -1.127 -1.716
H -4.852 -0.817 -2.459
H -4.038 -0.328 -1.280
O -2.070 -3.741 2.657
H -2.870 -4.030 3.095
H -2.350 -3.012 2.103
O 2.550 3.710 3.408
H 2.698 2.783 3.220
H 3.326 3.982 3.898
O -1.020 0.913 2.285
H -0.898 0.465 1.448
H -1.320 1.790 2.046
O -1.674 -3.870 -0.392
H -0.753 -3.769 -0.633
H -1.659 -4.039 0.550
O -4.193 1.422 -1.008
H -5.062 1.373 -0.611
H -3.596 1.521 -0.266
O -3.639 -3.725 -2.586
H -3.385 -2.816 -2.426
H -3.072 -4.237 -2.010
O -1.469 0.280 -3.934
H -0.664 0.285 -4.452
H -1.173 0.160 -3.032
O 3.327 3.927 0.485
H 2.707 3.241 0.236
H 3.402 3.849 1.436
O 1.908 -1.131 1.316
H 1.744 -2.075 1.315
H 2.437 -0.980 2.099
O 0.960 -5.696 0.905
H 0.881 -6.611 1.174
H 0.608 -5.676 0.015
O 2.428 -1.458 -2.108
H 2.452 -1.769 -3.013
H 3.085 -0.764 -2.075
O 1.057 -3.161 -0.688
H 1.538 -2.517 -1.207
H 1.664 -3.896 -0.596
O -5.272 -0.412 1.469
H -4.389 -0.542 1.122
H -5.751 -1.199 1.209
O 1.693 4.167 -2.770
H 1.791 5.009 -3.215
H 1.165 4.364 -1.996
O -0.230 4.459 -0.355
H -0.568 3.707 0.130
H 0.285 4.948 0.287
O -2.761 -1.551 1.037
H -1.886 -1.209 0.855
H -2.946 -2.139 0.305
O 4.346 0.395 -2.328
H 5.037 -0.081 -2.789
H 4.572 1.318 -2.442
*
```

- E_HOMO: -9.82 eV

Results of the Löwdin charge analysis, in e, for atoms 1 through 2: O -0.0306; H 0.0646



Short version: version 1 is the most stable of them.



Version 1
ORCA calculation (the ωB97M-V functional and the def2-TZVPD basis) on a 5-piece molecular cluster, C3H18NO4 overall.

```
! wB97M-V def2-TZVPD RIJCOSX def2/J DEFGRID3
* xyz 1 1
C 1.051 -0.810 -0.949
C -0.279 -0.997 -1.853
C -0.639 0.265 -2.425
N 0.889 -1.345 0.460
H 1.894 -1.342 -1.368
H 1.416 0.247 -0.865
H -1.000 -1.529 -1.229
H -0.172 -1.825 -2.719
H -1.016 1.064 -1.840
H 0.191 0.404 -2.997
H -1.494 0.240 -3.231
H 0.023 -1.153 0.706
H 1.241 -2.376 0.292
H 1.407 -0.875 1.155
H 3.723 0.172 -0.349
H 3.439 0.529 1.127
O 3.317 -0.190 0.378
H -3.075 -0.802 1.353
H -3.441 -1.046 2.748
O -2.653 -0.771 2.269
H -5.280 2.583 -0.577
H -4.926 2.758 0.990
O -5.039 2.164 0.247
H 3.013 2.194 2.963
H 3.986 0.985 3.170
O 3.426 1.454 2.545
*
```

- E_HOMO: -13.73 eV

Results of the Löwdin charge analysis, in e, for atoms 1 through 2: C -0.1366; C -0.2474



Version 2
ORCA calculation (the ωB97M-V functional and the def2-TZVPD basis) on a 5-piece molecular cluster, C3H18NO4 overall.

```
! wB97M-V def2-TZVPD RIJCOSX def2/J DEFGRID3
* xyz 1 1
C 0.512 1.087 -0.437
C 0.804 0.259 -1.685
C 1.118 1.255 -2.815
N 0.343 0.274 0.828
H 1.303 1.786 -0.214
H -0.383 1.684 -0.634
H -0.008 -0.414 -1.942
H 1.681 -0.332 -1.435
H 1.663 2.187 -2.620
H 1.801 0.791 -3.539
H 0.250 1.414 -3.453
H 1.266 -0.075 1.089
H -0.063 0.811 1.603
H -0.302 -0.514 0.665
H -1.750 -2.512 0.030
H -0.646 -2.970 1.059
O -0.873 -2.310 0.399
H -2.317 1.657 3.284
H -1.748 0.115 3.056
O -1.653 1.061 2.930
H 3.846 1.075 1.479
H 2.687 1.354 2.556
O 2.912 1.007 1.679
H -3.427 -2.585 -1.629
H -2.396 -2.102 -2.655
O -2.632 -2.047 -1.726
*
```

- E_HOMO: -14.86 eV

Results of the Löwdin charge analysis, in e, for atoms 1 through 2: C -0.1696; C -0.2173



Short version: version 2 is the most stable of them.



Version 1
ORCA calculation (the ωB97M-V functional and the def2-TZVPD basis) on a 2-piece molecular cluster, C3H7ClN overall.

```
! wB97M-V def2-TZVPD RIJCOSX def2/J DEFGRID3
* xyz 1 1
C 1.102 -1.389 -0.140
C -1.005 -0.437 0.262
C 0.814 0.970 -0.127
N 0.399 -0.373 -0.038
Cl 4.091 -0.035 -0.548
H 1.317 -2.419 0.085
H -1.346 0.201 -0.502
H -1.367 -0.063 1.156
H -1.357 -1.479 0.031
H 0.398 1.267 -1.054
H 1.954 0.865 -0.205
H 0.634 1.750 0.612
*
```

- E_HOMO (spin up / spin down): -15.86 / -15.40 eV

Results of the Löwdin charge analysis, in e, for atoms 1 through 2: C 0.3080; C 0.0269



Version 2
ORCA calculation (the ωB97M-V functional and the def2-TZVPD basis) on C3H7ClN as an isolated structure.

```
! wB97M-V def2-TZVPD RIJCOSX def2/J DEFGRID3
* xyz 1 1
C -0.053 0.164 -0.825
C -1.916 0.677 -2.459
C -0.372 0.066 0.362
N 1.590 -0.610 1.995
Cl -1.746 1.035 -4.024
H 0.573 0.154 -1.675
H -2.968 0.701 -2.132
H 0.624 -0.268 1.142
H -1.241 0.164 0.973
H 1.333 -1.465 2.484
H 1.720 0.136 2.673
H 2.457 -0.755 1.486
*
```

- E_HOMO: -12.78 eV

Results of the Löwdin charge analysis, in e, for atoms 1 through 2: C 0.0926; C -0.4282



Short version: version 1 is the most stable of them.



Version 1
ORCA calculation (the ωB97M-V functional and the def2-TZVPD basis) on a 4-piece molecular cluster, C4H14O3 overall.

```
! wB97M-V def2-TZVPD RIJCOSX def2/J DEFGRID3
* xyz 0 1
C -1.769 -1.039 -0.883
C -1.437 -2.502 -0.528
C -2.504 -3.024 0.349
C -3.005 -2.220 1.416
H -2.796 -0.889 -1.250
H -1.134 -0.898 -1.727
H -1.720 -0.445 0.025
H -1.329 -3.072 -1.448
H -0.490 -2.487 -0.044
H -2.971 -4.072 0.376
H -2.885 -2.444 2.509
H -3.405 -1.146 1.390
H 0.974 1.068 3.062
H 2.558 1.113 3.068
O 1.732 1.327 2.452
H 3.746 4.821 1.085
H 4.533 4.585 -0.431
O 4.130 4.213 0.388
H 1.723 0.978 -2.733
H 1.164 2.110 -3.444
O 0.929 1.145 -3.160
*
```

- Structure (SMILES): C=CCC.O.O.O
- E_HOMO: -7.83 eV

Results of the Löwdin charge analysis, in e, for atoms 1 through 2: C -0.1142; C -0.2828



Version 2
ORCA calculation (the ωB97M-V functional and the def2-TZVPD basis) on a 4-piece molecular cluster, C4H14O3 overall.

```
! wB97M-V def2-TZVPD RIJCOSX def2/J DEFGRID3
* xyz 0 1
C -2.863 0.128 -0.410
C -1.739 1.039 -0.835
C -0.681 0.706 -1.582
C 0.299 1.563 -2.360
H -3.544 0.779 0.197
H -3.357 -0.354 -1.278
H -2.492 -0.778 0.290
H -1.259 1.714 -0.004
H -0.257 -0.332 -1.379
H 0.624 0.762 -2.978
H -0.295 2.376 -2.747
H 1.202 1.928 -1.742
H 0.808 -2.176 0.710
H 0.909 -0.884 1.495
O 0.267 -1.491 1.090
H 4.358 -3.311 -0.239
H 3.539 -2.038 0.369
O 3.788 -2.942 0.499
H -0.467 0.784 3.695
H 0.807 1.437 3.185
O 0.355 1.088 4.024
*
```

- Structure (SMILES): C/C=C/C.O.O.O
- E_HOMO: -7.92 eV

Results of the Löwdin charge analysis, in e, for atoms 1 through 2: C -0.1382; C -0.2467



Short version: version 2 is the most stable of them.



Version 1
ORCA calculation (the ωB97M-V functional and the def2-TZVPD basis) on C16H23N3O2 in the gas phase.

```
! wB97M-V def2-TZVPD RIJCOSX def2/J DEFGRID3
* xyz 0 1
C -4.424 -2.601 0.410
C -3.163 -3.445 0.265
C -1.888 -2.607 0.164
C -1.790 -1.824 -1.143
C -0.506 -0.991 -1.227
N -0.504 0.078 -0.260
C 0.113 0.142 0.960
N -0.145 1.240 1.615
C -0.995 1.960 0.819
C -1.590 3.201 1.020
C -2.410 3.685 0.024
C -2.639 2.965 -1.151
C -2.059 1.733 -1.372
C -1.236 1.236 -0.372
H -2.240 1.186 -2.285
H -3.288 3.386 -1.905
H -2.890 4.644 0.149
H -1.407 3.753 1.928
C 1.064 -0.889 1.476
N 2.413 -0.615 1.022
C 2.971 -1.229 -0.034
O 2.452 -2.142 -0.646
C 4.360 -0.686 -0.379
O 4.528 0.668 -0.031
C 3.869 1.557 -0.905
H 2.785 1.395 -0.911
H 4.081 2.560 -0.540
H 4.247 1.453 -1.928
H 5.100 -1.246 0.200
H 4.549 -0.857 -1.447
H 2.893 0.182 1.417
H 1.046 -0.856 2.567
H 0.800 -1.889 1.127
H 0.371 -1.624 -1.074
H -0.429 -0.540 -2.222
H -2.648 -1.157 -1.238
H -1.803 -2.519 -1.985
H -1.853 -1.913 1.008
H -1.025 -3.273 0.237
H -3.248 -4.081 -0.619
H -3.077 -4.100 1.135
H -4.334 -1.926 1.258
H -5.288 -3.241 0.572
H -4.608 -2.009 -0.483
*
```

- Structure (SMILES): CCCCCn1c(CNC(=O)COC)nc2ccccc21
- E_HOMO: -8.47 eV

Results of the Löwdin charge analysis, in e, for atoms 1 through 2: C -0.1106; C -0.2645



Version 2
ORCA calculation (the ωB97M-V functional and the def2-TZVPD basis) on C16H23N3O2 in the gas phase.

```
! wB97M-V def2-TZVPD RIJCOSX def2/J DEFGRID3
* xyz 0 1
C 4.588 -1.800 -2.540
C 3.811 -1.069 -3.628
C 2.586 -0.328 -3.093
C 2.957 0.820 -2.158
H 3.381 0.437 -1.226
H 3.659 1.505 -2.638
O 1.810 1.618 -1.845
C 1.014 1.176 -0.872
O 1.191 0.169 -0.242
C -0.155 2.131 -0.660
N -1.183 1.512 0.117
C -1.924 0.407 -0.237
C -2.078 -0.243 -1.443
C -2.941 -1.331 -1.480
C -3.624 -1.746 -0.348
C -3.468 -1.098 0.871
C -2.608 -0.019 0.916
N -2.247 0.826 1.947
C -1.329 1.754 1.470
N -0.722 2.713 2.037
H -0.912 2.816 3.025
C -2.597 0.630 3.328
C -1.815 -0.523 3.968
C -0.315 -0.258 3.994
H 0.207 -1.094 4.452
H 0.071 -0.128 2.985
H -0.092 0.641 4.565
H -2.185 -0.665 4.986
H -2.011 -1.438 3.405
H -3.672 0.431 3.388
H -2.393 1.561 3.865
H -4.003 -1.432 1.747
H -4.290 -2.594 -0.410
H -3.081 -1.862 -2.409
H -1.544 0.075 -2.325
H -0.533 2.469 -1.629
H 0.196 2.993 -0.083
H 2.019 0.085 -3.931
H 1.940 -1.024 -2.555
H 4.469 -0.361 -4.136
H 3.471 -1.795 -4.370
H 5.375 -2.406 -2.984
H 5.050 -1.099 -1.850
H 3.927 -2.454 -1.976
*
```

- Structure (SMILES): [H]/N=c1\n(CCC)c2ccccc2n1CC(=O)OCCCC
- E_HOMO: -7.43 eV

Results of the Löwdin charge analysis, in e, for atoms 1 through 2: C -0.1081; C -0.2625



Short version: version 2 is the most stable of them.